{"formula": "C19H20F3N3O3S2", "method": "ωB97M-V/def2-TZVPD", "homo_ev": -8.355, "largest_force_ev_per_a": 4.2, "e_lumo_ev": 0.643, "multiplicity": 1, "gap_ev": 8.998, "species": ["C", "O", "C", "C", "C", "C", "N", "C", "N", "C", "C", "C", "C", "C", "H", "H", "H", "H", "H", "H", "H", "H", "H", "H", "H", "H", "C", "N", "S", "C", "F", "F", "F", "S", "C", "C", "C", "C", "C", "C", "O", "O", "H", "H", "H", "H", "H", "H", "H", "H"], "xyz": [[-4.012, -2.036, 3.800], [-3.162, -0.921, 3.665], [-3.343, -0.149, 2.505], [-2.526, 0.978, 2.372], [-2.614, 1.790, 1.266], [-3.519, 1.504, 0.257], [-3.563, 2.317, -0.944], [-2.527, 2.763, -1.673], [-2.984, 3.418, -2.742], [-2.209, 4.039, -3.813], [-4.394, 3.384, -2.724], [-4.752, 2.711, -1.611], [-4.338, 0.394, 0.380], [-4.256, -0.425, 1.484], [-3.808, -2.516, 4.758], [-5.054, -1.717, 3.787], [-3.816, -2.753, 3.003], [-1.818, 1.188, 3.153], [-1.983, 2.655, 1.165], [-1.151, 3.828, -3.675], [-2.529, 3.632, -4.770], [-2.358, 5.118, -3.812], [-5.045, 3.779, -3.486], [-5.757, 2.517, -1.275], [-5.036, 0.180, -0.411], [-4.890, -1.290, 1.554], [5.402, -0.551, -1.180], [5.254, -1.834, -0.523], [6.853, -2.428, -0.256], [6.613, -3.959, -1.220], [7.785, -4.608, -1.225], [5.660, -4.698, -0.638], [6.250, -3.602, -2.457], [4.659, -1.686, 1.117], [2.998, -1.112, 0.748], [2.662, 0.203, 0.959], [1.388, 0.640, 0.669], [0.462, -0.254, 0.173], [0.799, -1.577, -0.026], [2.076, -2.004, 0.264], [4.494, -3.037, 1.756], [5.353, -0.524, 1.774], [5.912, -0.675, -2.139], [4.419, -0.107, -1.367], [5.991, 0.111, -0.539], [3.400, 0.870, 1.373], [1.117, 1.671, 0.834], [-0.533, 0.086, -0.054], [0.067, -2.276, -0.398], [2.365, -3.036, 0.141]]}